Record 1
C17H32AsF7HgN4O3S2 | ωB97M-V/def2-TZVPD

Values from the calculation:
frontier orbital gap = 8.69 eV
energy above the lowest of the compared OMol25 structures with the same formula, charge and spin = 27.4 kcal/mol

Positions of all 67 atoms, in Å:
1 Hg 2.81 -6.70 15.36
2 F 7.52 -4.75 12.06
3 C 6.53 -5.15 12.82
4 C 6.77 -5.49 14.14
5 C 5.72 -5.91 14.92
6 C 4.46 -5.98 14.34
7 C 4.22 -5.61 13.02
8 C 5.29 -5.20 12.26
9 H 7.80 -5.38 14.49
10 H 5.85 -6.23 15.97
11 H 3.21 -5.58 12.61
12 H 5.17 -4.91 11.19
13 C 2.67 -1.67 16.33
14 N 1.76 -2.58 15.63
15 C 1.25 -3.60 16.53
16 C 1.81 -2.92 14.29
17 O 1.52 -4.04 13.94
18 N 2.24 -1.88 13.39
19 C 1.70 -0.53 13.48
20 C 2.59 -2.28 12.09
21 H 3.34 -2.29 16.93
22 H 2.02 -1.03 16.94
23 H 3.35 -1.20 15.62
24 H 0.87 -3.20 17.46
25 H 1.93 -4.49 16.73
26 H 0.39 -4.09 16.06
27 H 1.44 -0.23 14.48
28 H 0.85 -0.41 12.79
29 H 2.42 0.18 13.16
30 H 3.29 -3.07 12.07
31 H 3.15 -1.49 11.63
32 H 1.73 -2.54 11.41
33 F 2.06 -6.59 18.37
34 As 0.61 -6.33 19.37
35 F 1.38 -4.89 19.89
36 F -0.20 -5.52 18.10
37 F -0.83 -5.97 20.27
38 F -0.01 -7.83 18.72
39 F 1.38 -7.18 20.65
40 C -0.35 -7.70 13.79
41 C -0.26 -7.39 15.29
42 C -1.45 -7.74 16.07
43 O 0.71 -6.94 15.87
44 H -0.66 -6.79 13.32
45 H -1.08 -8.52 13.55
46 H 0.63 -8.05 13.39
47 H -1.49 -8.85 16.21
48 H -2.38 -7.54 15.49
49 H -1.55 -7.28 17.07
50 C 2.80 -9.40 18.49
51 S 3.01 -10.05 16.86
52 C 4.80 -10.15 16.83
53 O 2.69 -9.03 15.75
54 H 3.00 -10.24 19.17
55 H 1.78 -9.03 18.58
56 H 3.56 -8.63 18.72
57 H 5.00 -11.01 17.44
58 H 5.29 -9.24 17.19
59 H 5.13 -10.40 15.80
60 N 4.75 -5.12 18.92
61 C 5.02 -6.32 19.51
62 N 4.31 -6.59 20.64
63 S 6.17 -7.38 18.99
64 H 3.89 -4.65 19.21
65 H 5.10 -4.95 17.98
66 H 3.45 -6.11 20.79
67 H 4.42 -7.56 20.97

Results of the Mulliken charge analysis, in e, for atoms 1 through 4: number 1, Hg, carries 1.35; number 2, F, carries -0.33; number 3, C, carries 0.24; number 4, C, carries -0.48


Record 2
C17H32Br12INO2 | ωB97M-V/def2-TZVPD

Values from the calculation:
frontier orbital gap = 3.57 eV

Positions of all 65 atoms, in Å:
1 C 1.10 3.53 0.61
2 C 1.44 2.34 1.45
3 N 0.58 1.12 1.66
4 I 0.04 1.08 3.69
5 C 1.37 -0.18 1.41
6 O 1.27 -1.08 2.43
7 O 2.11 -0.48 0.18
8 C 3.52 -0.05 0.25
9 C 4.32 -0.47 1.61
10 H 0.78 4.54 1.11
11 H 1.21 3.50 -0.56
12 H 2.51 2.32 1.97
13 H 4.07 -0.47 -0.72
14 H 3.59 1.13 0.14
15 H 4.13 -1.59 1.93
16 H 4.14 0.29 2.52
17 H 5.48 -0.40 1.36
18 Br -1.52 -5.77 -0.46
19 C -0.74 -4.13 -1.17
20 C -0.43 -3.15 -0.07
21 Br -2.05 -2.27 0.56
22 H -1.44 -3.75 -1.92
23 H 0.18 -4.45 -1.67
24 H 0.21 -2.34 -0.44
25 H 0.04 -3.61 0.81
26 Br -4.45 -2.92 -3.90
27 C -3.52 -2.36 -5.52
28 C -2.08 -2.82 -5.52
29 Br -0.99 -1.71 -4.35
30 H -3.63 -1.28 -5.60
31 H -4.07 -2.83 -6.34
32 H -1.64 -2.71 -6.51
33 H -1.96 -3.85 -5.18
34 Br -3.57 -3.50 -9.25
35 C -2.79 -1.85 -9.96
36 C -2.49 -0.87 -8.86
37 Br -4.11 0.01 -8.23
38 H -3.49 -1.47 -10.71
39 H -1.87 -2.17 -10.46
40 H -1.85 -0.06 -9.23
41 H -2.02 -1.33 -7.99
42 Br 2.75 -2.24 7.68
43 C 3.75 -1.16 6.40
44 C 2.91 -0.03 5.86
45 Br 1.63 -0.67 4.53
46 H 4.11 -1.84 5.62
47 H 4.60 -0.78 6.96
48 H 3.53 0.70 5.33
49 H 2.33 0.49 6.63
50 Br 2.41 6.67 2.62
51 C 2.40 6.12 4.49
52 C 3.10 4.79 4.66
53 Br 1.96 3.31 4.08
54 H 1.36 6.11 4.82
55 H 2.94 6.90 5.02
56 H 3.30 4.59 5.72
57 H 4.04 4.71 4.10
58 Br -3.41 2.75 1.68
59 C -4.51 1.18 1.35
60 C -5.35 0.84 2.56
61 Br -4.29 -0.02 3.95
62 H -3.83 0.37 1.06
63 H -5.15 1.44 0.50
64 H -6.13 0.11 2.30
65 H -5.82 1.72 3.02

Results of the Mulliken charge analysis, in e, for atoms 1 through 4: number 1, C, carries -0.96; number 2, C, carries 0.24; number 3, N, carries -0.05; number 4, I, carries 0.00


Record 3
C17H32Br6N2O6V | ωB97M-V/def2-TZVPD

Values from the calculation:
frontier orbital gap (spin up / spin down) = 8.86 / 8.66 eV
2S+1 = 2
energy above the lowest of the compared OMol25 structures with the same formula, charge and spin = 0.0 kcal/mol
<S²> = 0.769

Positions of all 64 atoms, in Å:
1 O -2.35 -1.86 -2.83
2 V -1.04 -2.58 -2.41
3 C -0.69 -0.20 0.83
4 C -0.77 -1.16 -0.30
5 O -0.12 -0.95 -1.37
6 O -1.40 -2.26 -0.21
7 H -1.65 0.02 1.29
8 H -0.22 0.72 0.47
9 H 0.01 -0.52 1.61
10 C 0.66 -3.01 -6.01
11 C 0.06 -2.90 -4.66
12 O -0.83 -3.71 -4.26
13 O 0.33 -1.92 -3.90
14 H 1.52 -2.35 -6.10
15 H -0.09 -2.67 -6.73
16 H 0.90 -4.04 -6.24
17 C -4.33 4.18 -0.55
18 O -5.50 4.29 -0.27
19 N -3.42 3.46 0.16
20 C -2.14 3.13 -0.41
21 C -3.88 2.60 1.21
22 H -3.87 4.70 -1.41
23 H -1.35 3.28 0.33
24 H -1.92 3.73 -1.29
25 H -2.12 2.06 -0.69
26 H -3.06 2.41 1.91
27 H -4.66 3.10 1.80
28 H -4.26 1.64 0.85
29 C 3.10 2.15 -1.32
30 C 1.75 1.82 -1.94
31 C 1.19 2.99 -2.73
32 C 2.12 3.45 -3.77
33 N 2.85 3.82 -4.58
34 H 3.86 2.23 -2.10
35 H 3.43 1.36 -0.64
36 H 3.11 3.12 -0.83
37 H 1.05 1.61 -1.13
38 H 1.85 0.90 -2.51
39 H 1.13 3.85 -2.04
40 H 0.22 2.83 -3.18
41 Br 0.82 -6.26 2.12
42 C -0.92 -5.61 2.73
43 C -1.62 -4.90 1.62
44 Br -3.22 -4.04 2.27
45 H -0.74 -5.04 3.63
46 H -1.43 -6.52 3.03
47 H -1.87 -5.57 0.80
48 H -1.02 -4.10 1.18
49 Br 0.60 3.03 2.41
50 C -0.30 2.04 3.82
51 C 0.69 1.05 4.41
52 Br 0.05 0.43 6.12
53 H -1.15 1.55 3.37
54 H -0.57 2.77 4.57
55 H 1.64 1.53 4.63
56 H 0.86 0.21 3.75
57 Br 4.55 0.18 3.48
58 C 3.43 -1.16 2.66
59 C 3.79 -1.32 1.22
60 Br 2.58 -2.63 0.43
61 H 2.40 -0.81 2.74
62 H 3.50 -2.07 3.23
63 H 4.79 -1.69 1.04
64 H 3.65 -0.39 0.67

Results of the Mulliken charge analysis, in e, for atoms 1 through 4: number 1, O, carries -0.44; number 2, V, carries 0.69; number 3, C, carries 0.02; number 4, C, carries 1.03


Record 4
C17H32Cl26N2 | ωB97M-V/def2-TZVPD

Values from the calculation:
frontier orbital gap = 10.66 eV
energy above the lowest of the compared OMol25 structures with the same formula, charge and spin = 4.7 kcal/mol

Positions of all 77 atoms, in Å:
1 C -0.32 -2.96 3.64
2 C 1.03 -3.63 3.70
3 N 2.11 -4.14 3.73
4 H -0.19 -1.89 3.53
5 H -0.86 -3.13 4.57
6 H -0.93 -3.34 2.82
7 C -4.72 0.32 0.47
8 C -5.25 0.86 1.73
9 N -5.66 1.34 2.67
10 H -3.91 0.90 0.06
11 H -5.55 0.30 -0.24
12 H -4.40 -0.70 0.69
13 C 0.76 -1.98 -5.13
14 Cl 0.44 -2.42 -3.40
15 Cl 0.57 -0.22 -5.25
16 H 1.79 -2.23 -5.40
17 H 0.00 -2.43 -5.78
18 C 1.55 3.29 -4.10
19 Cl 3.29 2.94 -3.76
20 Cl 1.00 4.63 -2.99
21 H 1.48 3.67 -5.12
22 H 0.89 2.44 -3.98
23 C -2.37 3.21 -2.48
24 Cl -1.58 3.04 -0.94
25 Cl -1.95 1.93 -3.69
26 H -3.44 3.05 -2.30
27 H -2.16 4.17 -2.94
28 C 6.84 -0.68 0.81
29 Cl 8.32 -1.59 1.19
30 Cl 6.87 0.91 1.64
31 H 6.71 -0.49 -0.26
32 H 5.97 -1.25 1.14
33 C 3.52 -0.55 3.38
34 Cl 4.96 -1.29 4.10
35 Cl 2.93 -1.53 2.01
36 H 2.67 -0.36 4.04
37 H 3.78 0.42 2.96
38 C -1.27 2.27 3.57
39 Cl -2.58 1.06 3.86
40 Cl 0.26 1.42 3.09
41 H -1.61 2.93 2.78
42 H -1.10 2.80 4.51
43 C 2.41 4.38 0.35
44 Cl 3.94 4.22 1.17
45 Cl 1.08 4.70 1.49
46 H 2.38 5.14 -0.43
47 H 2.29 3.45 -0.20
48 C 4.50 -1.72 -2.82
49 Cl 3.74 -3.29 -3.32
50 Cl 3.93 -1.33 -1.17
51 H 5.59 -1.77 -2.76
52 H 4.19 -0.95 -3.52
53 C 2.34 -4.74 0.12
54 Cl 3.44 -5.83 -0.69
55 Cl 0.70 -4.84 -0.50
56 H 2.37 -4.94 1.19
57 H 2.73 -3.72 0.01
58 C -4.45 -3.63 2.23
59 Cl -3.73 -5.21 2.42
60 Cl -3.84 -2.47 3.46
61 H -4.21 -3.24 1.24
62 H -5.54 -3.66 2.32
63 C -3.19 -1.18 -2.76
64 Cl -3.55 -2.73 -1.94
65 Cl -4.67 -0.39 -3.41
66 H -2.77 -0.49 -2.02
67 H -2.43 -1.35 -3.52
68 C -5.40 4.58 0.96
69 Cl -3.73 4.13 1.51
70 Cl -5.52 3.86 -0.65
71 H -6.14 4.04 1.54
72 H -5.47 5.67 0.90
73 C 0.31 0.51 0.13
74 Cl -1.07 -0.60 0.34
75 Cl 0.63 0.82 -1.60
76 H 0.00 1.47 0.54
77 H 1.23 0.03 0.48

Results of the Mulliken charge analysis, in e, for atoms 1 through 4: number 1, C, carries -0.21; number 2, C, carries 0.20; number 3, N, carries -0.50; number 4, H, carries 0.08